# C14H17ClF6N6O8PtS4

A structure of composition C14H17ClF6N6O8PtS4 (ωB97M-V/def2-TZVPD, OMol25).

Structure (XYZ):
```
57
Properties=species:S:1:pos:R:3
Pt 0.413 -0.796 -0.812
O 3.518 0.223 1.585
Cl 2.263 -0.388 1.692
O 2.209 -1.520 2.537
O 1.169 0.495 1.839
O 2.084 -1.099 0.200
N -0.590 -0.446 -3.837
C 0.675 -0.079 -3.882
S 1.824 -0.467 -2.610
N 1.161 0.591 -4.911
C 0.434 0.808 -6.143
C -0.620 1.711 -6.155
C -1.314 1.914 -7.339
C -0.941 1.230 -8.487
C 0.125 0.340 -8.461
C 0.820 0.118 -7.281
H -0.968 -1.134 -3.194
H -1.198 -0.171 -4.600
H 2.120 0.905 -4.858
H -0.875 2.267 -5.260
H -2.134 2.618 -7.368
H -1.478 1.396 -9.411
H 0.416 -0.186 -9.360
H 1.648 -0.578 -7.246
N 0.242 2.391 -0.377
C 0.293 1.257 -0.505
H 0.214 3.384 -0.219
C -0.969 -5.767 -1.353
N -0.515 -5.104 -0.138
C -0.590 -5.800 1.158
C 0.104 -4.823 2.126
N 0.632 -3.808 1.204
C 0.194 -4.000 -0.028
S 0.615 -3.040 -1.431
H -2.014 -6.045 -1.237
H -0.367 -6.659 -1.527
H -0.878 -5.094 -2.200
H -0.083 -6.763 1.088
H -1.635 -5.973 1.409
H 0.920 -5.288 2.672
H -0.589 -4.373 2.835
H 1.092 -2.960 1.516
F -2.400 0.855 1.804
C -3.172 -0.159 1.443
F -3.344 -0.990 2.448
F -4.322 0.276 0.979
S -2.292 -1.046 0.071
O -1.943 -0.095 -0.993
O -0.990 -1.422 0.708
N -3.242 -2.169 -0.294
S -3.412 -2.778 -1.789
O -2.253 -2.467 -2.607
O -3.850 -4.120 -1.663
C -4.837 -1.758 -2.476
F -5.734 -2.577 -2.968
F -5.368 -1.010 -1.530
F -4.358 -0.977 -3.432
```

As for the calculated total energy: -115504.207 eV. For the frontier orbital gap, the calculation gives 5.50 eV. As for the spin multiplicity: 1. The value obtained for the largest force on an atom is 1.0 eV Å⁻¹. As for the molar mass: 870.11 g/mol. The calculation puts the HOMO energy at -14.854 eV. Its energy above the lowest of the compared OMol25 structures with the same formula, charge and spin is 36.17 kcal/mol. As for the total charge: +2.

Atomic partial charges in e from the natural (NBO) method, atoms 1 to 5: 1.174, -0.672, 2.495, -0.733, -0.754